1.
# C9H21Al2BClF4MgO12P2S3

C9H21Al2BClF4MgO12P2S3 as an isolated structure (ωB97M-V/def2-TZVPD, the Open Molecules 2025 dataset).

Its HOMO-LUMO gap is 1.62 eV. Its net charge is +1. The energy comes out at -128004.196 eV. The value obtained for the HOMO energy is -10.6 eV. The value obtained for the lowest unoccupied orbital energy is -8.970 eV.

XYZ file:
```
56
Properties=species:S:1:pos:R:3:lowdin_charge:R:1
C -4.201 -0.519 5.761 -0.56
H 5.408 3.596 1.872 -0.05
H -4.268 -1.413 -1.937 -0.12
H -3.679 -0.105 -3.791 0.12
S -3.286 -0.075 4.194 0.48
C 1.128 1.700 -0.958 -0.07
C -0.360 1.217 -3.085 -0.17
O -0.839 5.761 -1.075 -0.14
H -0.560 2.116 -3.827 0.14
O 4.540 -3.560 1.548 -0.37
O 1.647 -0.933 -1.335 -0.10
H -1.453 0.008 -4.679 0.13
F -0.502 -2.843 0.244 -0.53
O 2.419 0.059 0.761 -0.33
O -3.022 1.367 4.288 -0.30
Cl 4.116 -5.793 -1.966 0.05
P 2.724 -3.640 -1.233 0.42
H 5.373 -3.854 1.039 0.09
H 2.007 -3.812 -2.497 0.04
H 1.208 -2.210 0.255 0.10
O -1.840 6.130 1.083 -0.10
S -1.310 5.109 0.160 0.28
C 3.306 -1.051 0.338 -0.38
O 6.131 -1.304 1.027 -0.32
F -5.384 0.162 5.903 0.10
C -2.905 0.142 -2.917 -0.22
H -0.842 -1.024 -3.185 0.13
C 2.177 -1.982 -0.402 -0.41
H 0.410 -0.160 0.141 0.10
H -3.069 1.225 -2.492 0.11
S 2.046 -5.071 -0.039 0.56
O -0.187 4.402 0.802 -0.21
O -2.375 4.144 -0.169 -0.40
Al -2.183 1.595 0.532 1.12
H 1.831 2.031 -1.838 0.13
H 1.139 2.542 -0.113 0.10
H 0.738 0.835 -3.298 0.12
Al 2.452 1.228 2.448 1.11
H 3.989 -0.561 -0.496 0.16
H -1.170 1.085 -0.844 -0.11
H 6.088 -1.367 0.011 0.07
F -3.479 -0.251 6.897 0.10
H -0.842 2.826 -1.535 0.10
C -3.210 -0.951 -1.689 -0.13
Mg -6.175 -1.544 -1.487 1.11
H -2.371 -1.761 -1.579 0.11
P 4.527 -1.819 1.589 0.97
O 4.472 3.548 1.932 -0.18
B 1.427 0.196 -0.364 -0.82
H -3.348 -0.285 -0.722 0.00
O -4.196 -0.424 3.094 -0.33
F -4.527 -1.850 5.833 0.10
O -2.062 -0.888 4.209 -0.28
C -0.446 1.705 -1.522 -0.25
C -1.375 -0.007 -3.488 -0.19
H 4.158 -3.675 -1.397 -0.08
```

***

2.
# C9H32O7

A 7-piece molecular cluster, C9H32O7 overall (ωB97M-V/def2-TZVPD, the Open Molecules 2025 dataset).

Its energy above the lowest of the compared OMol25 structures with the same formula, charge and spin is 4.9405 eV. As for the SMILES: CC(C)O.CO.CO.CO.CO.CO.CO. Its HOMO-LUMO gap is 10.32 eV. Its net charge is 0. The energy comes out at -24180.270 eV. The value obtained for the HOMO energy is -10.1 eV. The value obtained for the lowest unoccupied orbital energy is 0.211 eV.

XYZ file:
```
48
Properties=species:S:1:pos:R:3:lowdin_charge:R:1
H 3.360 1.177 -0.182 0.08
C 1.872 -4.418 1.101 -0.13
H -2.541 0.764 -1.612 0.06
H 1.390 -5.209 0.526 0.08
H -2.486 3.241 4.260 0.07
C -3.255 0.017 -3.328 -0.15
H 2.350 -0.579 -1.433 0.14
H -4.222 -0.011 -3.831 0.08
H 6.538 -0.727 2.768 0.08
O -3.249 0.934 -2.238 -0.14
C 7.276 -0.883 1.980 -0.16
O 8.573 -1.073 2.544 -0.13
H -3.745 1.330 5.250 0.07
H 2.534 -3.783 0.513 0.07
H 1.812 1.888 0.242 0.08
H -1.371 4.953 -3.227 0.07
H -2.684 3.359 -4.462 0.06
H 0.822 0.624 -3.071 0.08
H -3.040 -0.960 -2.895 0.08
H -2.464 0.334 -4.007 0.07
H 2.485 -4.785 1.924 0.07
H 0.890 2.006 -2.110 0.08
H 0.315 -4.141 2.285 0.06
O 0.823 -3.591 1.684 -0.15
C -2.512 2.208 3.914 -0.16
H -3.723 -3.205 0.688 0.07
O -2.832 1.280 4.960 -0.13
O -5.362 -2.587 1.727 -0.13
H 7.218 0.123 1.565 0.07
C -2.235 5.194 -3.845 -0.14
C 1.703 0.248 -1.141 -0.53
H -2.138 6.155 -4.348 0.08
O 0.410 -0.076 -0.703 -0.06
H 2.371 1.477 -2.744 0.09
H -4.848 -1.815 1.977 0.07
H -3.040 1.988 2.985 0.07
H -3.697 -3.605 2.396 0.08
H 0.419 -0.873 -0.169 0.09
C -4.337 -3.563 1.515 -0.16
O -2.370 4.178 -4.851 -0.14
H 7.095 -1.726 1.313 0.08
H -1.458 2.117 3.651 0.07
H 2.255 0.359 0.976 0.08
H 9.194 -1.001 1.817 0.07
H -4.732 -4.499 1.120 0.08
C 1.448 1.091 -2.311 -0.07
H -3.135 5.122 -3.234 0.08
C 2.323 0.943 0.058 -0.05
```

***

3.
# C50H63AsNNaO3S

C50H63AsNNaO3S as an isolated structure (ωB97M-V/def2-TZVPD, the Open Molecules 2025 dataset).

Its HOMO-LUMO gap (spin up / spin down) is 5.62 / 5.60 eV. Its net charge is 0. The energy comes out at -136597.343 eV. The value obtained for the HOMO energy (spin up / spin down) is -6.7 / -6.7 eV. The value obtained for the lowest unoccupied orbital energy (spin up / spin down) is -1.054 / -1.062 eV.

XYZ file:
```
120
Properties=species:S:1:pos:R:3:lowdin_charge:R:1
H -3.735 -5.487 -0.185 0.09
Na -1.176 1.744 -1.608 0.30
C 4.283 4.418 -1.171 -0.08
H -5.865 2.350 -0.921 0.09
C -1.194 -4.690 2.018 -0.04
C -3.546 -3.835 1.989 -0.05
C -1.856 -2.506 -2.232 -0.07
C 4.482 -0.058 -0.858 -0.10
H -2.066 -6.078 -0.184 0.09
C 4.492 -2.035 0.514 -0.09
H -0.200 -1.979 4.238 0.06
H -6.920 1.898 1.603 0.11
C -1.507 -2.083 0.556 0.02
C -2.114 -3.458 -1.300 0.05
C -3.021 -1.834 -4.367 -0.04
H -0.673 -0.765 5.429 0.09
H 2.118 -1.909 3.189 0.06
O -3.297 2.153 -1.169 -0.55
C -1.987 -3.269 0.119 -0.16
H 6.234 -0.858 0.084 0.10
H 0.121 -3.270 -3.970 0.09
C 3.315 2.506 -2.280 -0.40
C 0.331 2.719 2.444 -0.08
C 3.112 -0.197 -1.060 -0.39
C -1.985 -2.774 -3.731 -0.53
C 0.172 -1.335 5.037 -0.04
C 3.084 -1.487 -5.406 -0.08
H -1.073 5.880 2.421 0.09
H -3.422 -4.415 -3.578 0.09
H -3.851 -4.595 2.713 0.08
O -1.197 -0.262 -2.605 -0.03
H 1.005 2.349 4.401 0.08
C -2.392 -4.354 1.118 -0.55
H -4.844 1.096 3.003 0.12
C 1.791 0.427 5.705 -0.07
H 1.370 -1.372 -0.603 0.08
H -2.454 -4.424 -1.639 0.08
O -0.333 2.840 0.169 -0.07
H -3.114 -6.380 1.201 0.08
C 1.535 0.163 -6.202 -0.09
H 2.359 4.530 1.838 0.09
H -2.518 -4.353 -5.091 0.08
C 0.733 4.694 3.991 -0.07
H -5.906 0.694 0.813 0.12
C 1.493 0.727 -4.936 -0.14
H -6.044 3.679 0.236 0.08
H -4.008 -1.999 -3.928 0.09
H 2.592 -3.004 0.771 0.10
H -1.790 4.379 3.010 0.08
H 2.871 -1.851 4.785 0.08
H -0.859 -3.818 2.583 0.06
H 2.879 3.089 -0.255 0.09
H 0.847 1.581 -4.761 0.10
H -4.412 -3.582 1.375 0.09
C -0.218 0.671 1.156 -0.19
H -2.652 2.223 2.028 0.08
H 5.030 -2.747 1.128 0.10
C -0.613 -2.585 -4.403 -0.04
C -1.069 4.793 2.300 -0.05
H -4.954 2.837 2.775 0.12
H 3.943 2.199 -4.311 0.10
C 4.865 3.932 -3.449 -0.09
H 3.229 -0.601 3.580 0.09
H -2.750 -0.790 -4.235 0.07
C 2.442 -1.240 3.987 -0.04
C -2.852 -5.644 0.438 -0.07
C -0.074 2.127 1.168 -0.31
H 0.998 1.018 6.169 0.09
H 3.702 -2.359 -5.580 0.10
C 0.693 1.897 3.472 0.04
C -2.441 -4.209 -4.012 -0.07
H 0.935 0.585 -6.999 0.10
H 5.643 5.596 -2.342 0.10
C 3.127 -2.179 0.316 -0.09
H 1.323 5.954 1.691 0.09
H -3.090 -2.044 -5.438 0.08
C 2.256 0.202 -3.897 -0.40
C 4.993 4.731 -2.323 -0.09
C -4.831 1.885 2.250 -0.23
H -1.731 -4.947 -3.632 0.09
H 4.371 5.040 -0.288 0.10
C 0.338 4.242 2.582 -0.53
C 2.438 -1.259 -0.463 -0.11
H -1.389 4.558 1.287 0.06
C -3.523 1.873 1.475 -0.30
H 5.012 0.772 -1.310 0.10
H 1.742 4.369 4.257 0.09
H 0.293 -1.172 2.143 0.10
H -1.464 -5.469 2.737 0.09
H 2.353 -1.402 -7.422 0.10
H 2.192 -0.243 6.468 0.08
H -3.306 0.885 1.060 0.10
H -0.690 -2.809 -5.471 0.09
H -0.351 -5.049 1.424 0.09
C -5.596 2.698 0.075 -0.30
H 5.417 4.171 -4.350 0.10
H 2.593 1.105 5.404 0.09
N -0.709 0.169 0.022 0.14
H -3.252 -2.941 2.542 0.08
C 1.344 4.864 1.602 -0.05
C 0.719 0.473 3.398 -0.16
H -0.245 -1.567 -4.294 0.06
C 3.052 -0.911 -4.142 -0.09
As 2.055 1.030 -2.140 1.39
H -1.444 -1.889 1.618 0.10
C 0.245 -0.098 2.260 0.02
S -3.777 2.930 0.020 0.98
C 5.168 -0.974 -0.072 -0.08
H 0.717 5.784 4.035 0.08
H 0.554 -1.977 5.835 0.09
C 2.328 -0.951 -6.438 -0.09
C 1.275 -0.397 4.525 -0.55
C -1.168 -1.011 -0.335 -0.19
C -1.406 -1.175 -1.791 -0.27
H 1.114 4.594 0.574 0.07
C 3.444 3.315 -1.153 -0.12
H 0.039 4.321 4.749 0.09
C -5.924 1.715 1.199 -0.23
H 3.648 -1.341 -3.346 0.10
C 4.030 2.821 -3.429 -0.10
```

***

4.
# C28H56Cl28

A 14-piece molecular cluster, C28H56Cl28 overall (ωB97M-V/def2-TZVPD, the Open Molecules 2025 dataset).

Its energy above the lowest of the compared OMol25 structures with the same formula, charge and spin is 1.8886 eV. Its HOMO-LUMO gap is 10.61 eV. Its net charge is 0. The energy comes out at -380572.915 eV. The value obtained for the HOMO energy is -10.4 eV. The value obtained for the lowest unoccupied orbital energy is 0.201 eV.

XYZ file:
```
112
Properties=species:S:1:pos:R:3:lowdin_charge:R:1
C -7.519 -0.401 0.878 -0.67
H -5.277 2.526 -0.556 0.05
H 2.724 3.878 2.278 0.06
H -2.161 -4.181 4.013 0.06
Cl 1.043 4.851 -5.820 0.52
H 2.184 0.965 0.311 0.01
H 0.357 2.241 -0.730 0.05
C -0.594 2.820 7.192 -0.63
H 2.946 3.865 -4.986 0.06
H 3.656 5.294 -3.158 0.07
H 5.068 -1.911 2.482 0.06
H 1.249 5.874 1.567 0.07
C -2.860 -2.170 4.155 -0.64
C 5.664 -3.938 3.191 -0.66
Cl -4.762 -0.829 0.909 0.55
C 6.587 1.977 1.527 -0.56
Cl -1.902 3.931 5.141 0.62
H 1.632 3.607 -3.951 0.02
Cl 4.883 0.468 0.179 0.58
C 1.538 0.497 -0.431 -0.66
C 2.900 -5.254 -2.486 -0.73
H -0.014 3.744 7.178 0.06
C 2.762 5.626 -3.685 -0.64
C -4.650 4.175 0.599 -0.70
Cl -5.844 4.454 -1.881 0.57
H -0.638 2.297 8.147 0.06
H 4.450 -3.226 1.516 0.04
H -0.328 -0.806 -6.618 0.06
Cl 0.758 0.867 -4.302 0.52
C 4.039 -4.949 -1.567 -0.68
Cl 5.075 -6.349 -1.698 0.59
Cl -4.832 3.482 2.169 0.60
C -1.958 -3.355 4.695 -0.64
H 3.011 6.344 -4.467 0.06
H -6.325 -1.457 -0.574 0.04
Cl 2.435 6.379 3.552 0.53
H -4.062 -2.995 -3.543 0.07
Cl -4.534 -2.679 4.203 0.54
Cl -4.367 -5.123 -2.469 0.53
Cl 1.948 -1.392 -6.572 0.53
Cl -2.703 -3.350 -0.110 0.51
C -2.796 -2.914 -1.836 -0.65
C 2.151 4.409 -4.475 -0.65
H -3.637 4.087 0.208 0.08
Cl 1.740 -3.968 -2.518 0.59
H -2.512 3.806 7.392 0.07
H -8.445 -0.303 0.311 0.08
Cl 5.427 1.842 2.992 0.46
Cl 1.346 -1.322 -0.246 0.49
H -0.571 -1.121 -3.900 0.06
H -6.088 0.280 -0.713 0.06
H 4.708 -4.180 -1.952 0.07
H 3.307 -5.300 -3.496 0.07
H -5.039 5.185 0.728 0.06
H -2.666 -1.904 3.116 0.05
H -4.176 4.586 -4.441 0.05
C -2.558 3.512 -3.687 -0.68
H -7.624 -1.250 1.554 0.07
H -0.891 -3.190 4.544 0.06
H -1.914 -3.322 -2.329 0.05
H 4.188 4.697 1.796 0.06
H 6.189 2.813 0.952 0.05
H 7.193 0.774 -0.264 0.08
H 2.114 0.738 -1.325 0.05
H 7.590 2.068 1.944 0.07
C 0.263 -6.861 -0.007 -0.61
C 0.194 1.215 -0.402 -0.64
Cl 2.838 4.047 -0.106 0.54
C 0.269 -1.445 -5.967 -0.61
Cl -0.686 1.121 1.207 0.50
Cl -7.285 0.960 1.889 0.59
H 1.211 -7.140 -0.468 0.04
H 0.414 -7.691 2.016 0.07
H 2.747 6.802 1.360 0.06
Cl -3.294 1.960 -3.398 0.54
C 3.121 4.622 1.586 -0.62
Cl 0.246 1.593 6.179 0.50
C -2.005 3.189 6.650 -0.76
H -2.573 -1.847 -1.867 0.06
Cl -3.459 3.204 -6.373 0.51
H 6.199 -4.786 2.763 0.05
H -2.893 -1.263 4.759 0.06
H -2.579 4.969 -5.115 0.06
H -0.082 -2.457 -6.168 0.07
C 6.557 0.713 0.619 -0.66
H 4.759 -4.331 3.654 0.07
C -4.125 -3.346 -2.513 -0.62
H -2.744 2.388 6.685 0.07
H -6.635 3.482 0.039 0.05
H -1.549 3.256 -4.011 0.04
H -2.687 4.082 -2.767 0.07
H 6.854 -0.128 1.246 0.02
Cl 6.761 -3.239 4.412 0.54
H -0.175 -5.933 -0.372 0.06
C -3.255 4.160 -4.836 -0.65
H -0.414 -6.232 2.016 0.06
Cl 6.686 -2.932 0.835 0.51
Cl -0.801 -8.285 -0.499 0.50
C 0.312 -0.916 -4.505 -0.60
H 1.008 -1.561 -3.968 0.01
C -6.233 -0.533 -0.002 -0.67
Cl 1.518 6.354 -2.656 0.53
H -0.472 0.822 -1.170 0.04
H 2.394 -6.191 -2.254 0.06
H 3.797 -4.978 -0.505 0.04
C 5.322 -2.891 2.077 -0.57
Cl 1.835 -5.700 1.851 0.55
H -4.990 -3.001 -1.946 0.04
Cl -2.074 -3.804 6.437 0.51
C 0.414 -6.727 1.508 -0.64
C 2.308 5.917 1.822 -0.64
C -5.626 3.542 -0.370 -0.69
```

***

5.
# C40H49As2CrN5O14S2

C40H49As2CrN5O14S2 as an isolated structure (ωB97M-V/def2-TZVPD, the Open Molecules 2025 dataset).

Its energy above the lowest of the compared OMol25 structures with the same formula, charge and spin is 1.2351 eV. The expectation value of S² is 6.099. Its HOMO-LUMO gap (spin up / spin down) is 5.96 / 6.85 eV. Its net charge is 0. The spin multiplicity is 5. The energy comes out at -250155.615 eV. The value obtained for the HOMO energy (spin up / spin down) is -5.8 / -6.9 eV. The value obtained for the lowest unoccupied orbital energy (spin up / spin down) is 0.135 / -0.029 eV.

XYZ file:
```
113
Properties=species:S:1:pos:R:3:lowdin_charge:R:1
O 2.410 1.856 2.037 -0.33
O -2.805 -7.147 -1.988 -0.09
N -2.123 1.899 -1.004 -0.10
C 1.117 -3.903 -2.031 -0.03
O -4.895 -0.431 -1.358 -0.09
H -3.221 -5.911 3.107 0.10
C 4.767 2.234 -0.146 -0.02
H -6.091 -0.142 0.324 0.10
H 2.252 -3.399 0.514 0.11
H -3.639 2.431 0.343 0.09
H -2.568 3.756 -0.163 0.10
H 3.650 0.132 1.810 0.11
C 2.000 1.028 4.503 -0.23
H 5.569 1.964 0.545 0.10
H -1.451 -0.467 -2.330 0.08
O -2.593 -2.653 -5.163 -0.05
C -3.964 -2.504 -2.100 -0.42
H 1.122 -4.751 -2.713 0.10
O 0.507 -0.469 -1.626 -0.29
H -4.264 -4.598 0.576 0.00
H -4.094 -3.010 -6.459 0.09
Cr 0.898 -0.401 0.605 0.77
H -4.806 -6.073 -0.230 0.02
C -2.187 -5.617 3.228 -0.07
H -4.416 -3.603 -4.813 0.05
C 0.451 -4.842 3.532 -0.03
S 1.339 1.528 2.972 0.68
C -5.046 -1.777 -1.400 -0.57
C 2.979 -0.261 6.719 -0.09
H 5.473 -0.083 -2.510 0.05
H -3.312 -0.918 0.541 0.02
O -0.978 -2.204 -3.723 -0.02
H 6.407 1.309 -1.964 0.10
C -2.200 -2.297 -3.906 -0.56
C -1.767 -4.386 2.744 -0.03
C -2.478 -8.439 -2.510 -0.03
O 0.947 -2.193 3.352 0.05
C 4.207 -3.118 1.481 -0.10
C 1.417 -0.587 -2.714 -0.44
H -3.418 -8.978 -2.571 0.09
H 4.044 -3.815 2.304 0.12
C -1.368 -4.291 -0.630 -0.27
C -0.075 -2.092 1.186 -0.29
H 2.710 2.861 5.364 0.12
H -0.453 0.904 -2.844 0.15
H 3.366 -0.746 7.607 0.10
H -4.516 -1.861 -5.161 0.09
C -1.160 1.016 -0.824 -0.37
C -2.608 2.702 0.113 0.01
H -2.991 1.089 -2.747 0.08
H 2.049 -3.347 -2.116 0.06
C 3.118 1.136 6.593 -0.09
C -2.996 -1.897 0.902 -0.24
C 3.296 0.667 -1.240 -0.72
C 5.726 0.520 -1.643 -0.07
C -2.759 2.061 -2.310 -0.01
C -1.290 -6.465 3.855 -0.08
H 5.068 3.126 -0.698 0.10
C 0.073 -2.691 2.365 -0.27
C 2.684 -1.441 0.942 -0.26
C 1.184 -0.884 3.489 -0.34
H 5.734 -1.536 1.537 0.11
O -0.013 -5.803 0.614 0.16
C -0.673 0.235 -2.009 -0.13
H 1.141 -1.436 -3.340 0.08
N 4.542 1.126 -1.066 -0.18
H -2.022 -8.346 -3.494 0.10
H 3.603 1.702 7.375 0.10
O -6.018 -2.312 -0.912 0.05
C 2.360 -1.023 5.757 -0.01
O -0.663 -6.560 -2.272 0.12
C -0.443 -3.989 2.883 -0.16
C -0.069 -4.951 -0.222 -0.52
C 4.758 -1.760 1.967 -0.10
N 3.740 -0.823 1.481 0.05
N 2.927 -2.736 0.884 0.07
C -2.225 -4.940 -1.426 -0.29
C -5.959 0.244 -0.686 -0.06
H -1.982 2.530 0.984 0.09
H 3.859 2.436 0.411 0.06
As -1.426 -2.368 -0.202 1.37
N 0.783 0.032 2.550 -0.15
H -2.481 -3.745 2.255 0.07
O 1.088 -4.388 -0.675 -0.09
C 1.857 -0.376 4.604 -0.15
O 0.288 2.498 3.078 -0.27
O -0.676 0.791 0.311 -0.06
H 0.743 -6.732 4.488 0.10
C -3.192 -1.892 -2.993 -0.04
C 0.033 -6.072 4.005 -0.07
C -1.785 -6.281 -1.927 -0.52
H -1.784 -8.949 -1.843 0.10
H -1.618 -7.428 4.223 0.10
O 2.301 1.197 -0.752 -0.03
As -4.069 -4.476 -2.000 1.32
H -2.711 -1.809 1.946 0.03
H -3.691 2.600 -2.165 0.09
H 1.483 -4.541 3.651 0.11
H 4.857 -3.596 0.749 0.12
H -3.824 -2.590 0.784 0.01
H -5.868 -4.640 -0.208 0.01
H 0.267 -3.261 -2.263 0.05
S 3.115 -0.843 -2.194 1.06
H 2.245 -2.092 5.873 0.11
H 1.378 0.327 -3.307 0.10
H -5.675 1.293 -0.655 0.07
H 6.242 -0.105 -0.909 0.09
C 2.621 1.787 5.473 -0.05
H 4.838 -1.710 3.054 0.12
H -2.129 2.642 -2.987 0.10
H -6.896 0.127 -1.228 0.10
C -3.989 -2.787 -5.400 -0.09
C -4.840 -4.984 -0.262 -0.29
```

***

Which of these has the lowest energy? C28H56Cl28